No. 1
This record from the OMol25 dataset describes an isolated ion of composition C9H21N2O and charge +1. The level of theory is ωB97M-V with the def2-TZVPD basis set.

```
33
Properties=species:S:1:pos:R:3:forces:R:3
C -2.383 -2.470 -0.152 -0.301 -3.163 -1.221
C -1.657 -1.600 0.774 -0.051 0.651 1.460
N -1.263 -0.212 0.211 0.522 -1.480 0.286
C -0.604 0.494 1.336 -2.874 2.515 1.314
C -2.479 0.522 -0.186 -1.867 -0.689 -1.624
C -2.276 1.908 -0.745 1.071 0.773 -0.326
C -0.355 -0.274 -0.968 2.190 0.605 -2.686
O 0.998 -0.541 -0.663 -0.064 0.354 0.842
N 1.794 0.706 -0.457 0.780 -1.012 -0.214
C 3.038 0.466 -0.124 -4.073 3.614 -0.918
C 3.867 1.741 -0.159 2.782 -2.712 -0.879
C 3.655 -0.760 0.294 -1.787 -0.776 2.066
H -3.227 -1.923 -0.533 -0.769 -0.592 -0.177
H -1.784 -2.840 -1.009 -0.062 0.732 0.246
H -2.636 -3.550 0.274 0.034 2.673 -0.219
H -0.749 -2.100 1.078 0.372 0.321 0.402
H -2.317 -1.354 1.664 0.994 -0.317 -0.900
H -0.322 1.545 1.058 -0.478 -1.097 0.174
H -1.396 0.475 2.193 1.451 0.419 -1.498
H 0.251 0.062 1.723 1.643 -1.438 0.189
H -3.099 -0.007 -0.988 1.288 -0.043 1.227
H -3.109 0.537 0.720 0.173 0.256 -0.426
H -1.900 2.470 0.154 -0.739 0.585 -1.540
H -1.618 2.090 -1.702 -0.995 -0.668 2.145
H -3.270 2.114 -1.148 -0.004 0.937 0.691
H -0.600 -1.128 -1.706 -0.295 1.510 1.415
H -0.427 0.773 -1.475 0.264 -2.229 0.861
H 4.461 1.813 0.762 -0.198 0.162 -0.193
H 3.547 2.690 -0.497 -1.252 0.579 -0.091
H 4.628 1.410 -0.968 -0.657 0.737 1.186
H 2.840 -1.456 0.659 1.137 0.605 -0.412
H 4.278 -0.426 1.134 0.462 -0.893 -0.405
H 4.113 -1.172 -0.555 1.304 -0.920 -0.774
```
Positions in Å, forces in eV/Å.

Results
**M**: 173.28 g mol⁻¹
**SMILES string**: CC[N+](C)(CC)CON=C(C)C
**Orbital gap**: 10.7520 eV
**Energy above the lowest of the compared OMol25 structures with the same formula, charge and spin**: 75.7 kcal/mol
**Total charge**: +1
**Calculated total energy**: -14691.400 eV
**E_LUMO**: -2.290 eV
**Spin multiplicity**: 1
**E_HOMO**: -13.041 eV
**Max |F|**: 5.5 eV/A

Need the Löwdin charges? In units of e they are: number 1, C, carries -0.09; number 2, C, carries -0.17; number 3, N, carries -0.27; number 4, C, carries 0.00; number 5, C, carries -0.22; number 6, C, carries -0.07; number 7, C, carries -0.16; number 8, O, carries -0.15; number 9, N, carries 0.12; number 10, C, carries -0.40; number 11, C, carries -0.02; number 12, C, carries -0.02; number 13, H, carries 0.06; number 14, H, carries 0.09; number 15, H, carries 0.15; number 16, H, carries 0.13; number 17, H, carries 0.15; number 18, H, carries 0.12; number 19, H, carries 0.15; number 20, H, carries 0.07; number 21, H, carries 0.15; number 22, H, carries 0.15; number 23, H, carries 0.10; number 24, H, carries 0.12; number 25, H, carries 0.09; number 26, H, carries 0.17; number 27, H, carries 0.14; number 28, H, carries 0.09; number 29, H, carries 0.07; number 30, H, carries 0.13; number 31, H, carries 0.11; number 32, H, carries 0.11; number 33, H, carries 0.09


No. 2
This record from the OMol25 dataset describes a 2-piece molecular cluster, C9H21N2Si overall. The level of theory is ωB97M-V with the def2-TZVPD basis set.

```
33
Properties=species:S:1:pos:R:3:forces:R:3
C 0.911 -3.820 1.887 -2.605 2.992 -0.302
C -1.023 -0.990 3.229 1.463 -0.446 0.757
C 0.399 -2.848 2.692 3.288 -2.896 1.024
C -0.630 -1.952 2.370 -1.912 0.598 0.093
C 0.867 -0.061 -3.056 -0.442 -5.099 -2.784
C 1.733 -0.343 -0.784 0.196 -0.697 0.804
C -0.284 1.599 0.917 -1.408 -1.699 2.800
C -1.331 2.856 -0.977 -3.501 -1.774 4.051
C -0.424 0.647 -1.206 2.458 -0.118 -2.520
N 0.900 0.345 -1.756 -1.980 0.743 4.133
N -0.304 1.887 -0.443 1.949 3.295 -1.724
Si -1.701 -2.204 0.899 -0.221 -0.111 -1.515
H 1.716 -4.435 2.032 1.731 -1.393 1.093
H 0.506 -3.907 0.889 -0.172 -0.015 -0.352
H -1.841 -0.356 3.205 -1.862 0.870 -1.119
H -0.523 -0.716 4.157 0.667 -0.745 -0.079
H 0.789 -2.809 3.736 -0.152 0.202 -0.838
H -0.034 -0.788 -3.184 1.218 0.968 -0.282
H 0.783 0.693 -3.784 -0.146 1.229 -0.736
H 1.754 -0.714 -3.341 -0.915 0.989 0.464
H 2.116 0.407 -0.102 0.270 -0.016 0.369
H 1.204 -1.134 -0.148 0.247 0.905 -0.987
H 2.605 -0.818 -1.226 -0.052 0.114 -0.328
H -0.225 2.447 1.530 -0.029 1.486 0.767
H -1.211 1.048 1.111 0.344 -0.006 0.486
H 0.581 0.986 1.130 -0.151 -0.328 0.100
H -2.159 2.127 -1.091 -0.024 0.782 -0.476
H -1.848 3.569 -0.244 1.760 -0.656 -0.693
H -1.098 3.271 -1.881 1.035 0.988 -2.108
H -1.107 0.932 -1.997 -0.059 -0.941 -0.347
H 0.640 2.337 -0.579 -0.947 -0.680 -0.722
H -2.119 -3.508 0.062 0.619 1.487 1.258
H -2.661 -1.128 1.072 -0.666 -0.030 -0.288
```
Positions in Å, forces in eV/Å.

Results
**M**: 185.37 g mol⁻¹
**Orbital gap (spin up / spin down)**: 7.9631 / 5.3196 eV
**Energy above the lowest of the compared OMol25 structures with the same formula, charge and spin**: 188.1 kcal/mol
**Total charge**: +1
**Calculated total energy**: -20517.521 eV
**E_LUMO (spin up / spin down)**: -3.882 / -4.810 eV
**Spin multiplicity**: 1
**E_HOMO (spin up / spin down)**: -11.845 / -10.130 eV
**Max |F|**: 5.8 eV/A

Need the Löwdin charges? In units of e they are: number 1, C, carries 0.04; number 2, C, carries -0.01; number 3, C, carries -0.23; number 4, C, carries -0.54; number 5, C, carries -0.12; number 6, C, carries -0.07; number 7, C, carries -0.06; number 8, C, carries 0.03; number 9, C, carries -0.08; number 10, N, carries -0.26; number 11, N, carries -0.23; number 12, Si, carries 0.85; number 13, H, carries 0.03; number 14, H, carries 0.03; number 15, H, carries 0.03; number 16, H, carries 0.08; number 17, H, carries 0.13; number 18, H, carries 0.13; number 19, H, carries 0.07; number 20, H, carries 0.12; number 21, H, carries 0.07; number 22, H, carries 0.09; number 23, H, carries 0.09; number 24, H, carries 0.10; number 25, H, carries 0.09; number 26, H, carries 0.09; number 27, H, carries 0.10; number 28, H, carries 0.14; number 29, H, carries 0.08; number 30, H, carries 0.09; number 31, H, carries 0.21; number 32, H, carries -0.04; number 33, H, carries -0.09


No. 3
This record from the OMol25 dataset describes a 3-piece molecular cluster, C9H21N3O3 overall. The level of theory is ωB97M-V with the def2-TZVPD basis set.

```
36
Properties=species:S:1:pos:R:3:forces:R:3
C 2.504 0.160 -0.918 2.102 0.886 -2.703
N 3.227 -1.073 -1.286 -3.186 1.432 0.030
C 2.950 -2.187 -0.402 0.270 0.567 -1.477
C 4.068 -1.117 -2.303 1.259 -9.933 5.753
O 4.810 -2.096 -2.455 -0.397 0.654 -0.752
H 1.476 0.113 -0.991 -2.328 -0.658 0.213
H 2.729 1.132 -1.465 0.412 -1.546 0.111
H 2.874 0.297 0.018 0.142 1.041 3.110
H 3.880 -2.406 -0.058 2.838 -1.798 0.896
H 2.444 -3.048 -0.788 -0.142 -0.349 -0.789
H 2.485 -1.915 0.481 -1.528 1.194 1.448
H 4.098 -0.344 -2.790 0.490 8.549 -5.776
C -2.867 3.882 -0.232 -2.797 -3.014 -2.277
N -1.668 3.408 0.344 0.322 -0.993 0.052
C -1.639 2.771 1.622 -3.205 -2.508 2.647
C -0.500 3.420 -0.298 1.533 -0.789 -0.124
O 0.558 3.009 0.151 -0.071 -0.060 0.493
H -2.983 3.979 -1.333 1.515 -0.042 0.311
H -3.066 4.809 0.123 -1.263 2.767 1.364
H -3.784 3.158 -0.163 1.669 1.145 0.936
H -1.324 3.346 2.451 0.885 1.286 0.483
H -1.011 1.856 1.680 -0.360 0.588 -0.582
H -2.738 2.445 2.126 2.498 0.776 -2.234
H -0.479 3.736 -1.315 -0.706 0.765 -1.104
C -1.858 -1.277 -0.285 0.534 -1.624 1.053
N -1.384 -2.208 0.792 0.502 -1.960 -2.116
C -1.157 -3.666 0.614 3.101 1.131 -4.389
C -0.918 -1.671 1.886 1.115 -0.196 4.358
O -0.308 -2.239 2.830 -1.224 1.009 -2.368
H -1.692 -1.775 -1.260 -0.182 0.512 0.520
H -1.253 -0.352 -0.179 -0.875 -0.391 -0.356
H -2.908 -1.246 0.000 -0.225 1.051 -0.989
H 0.005 -3.914 0.278 -2.840 0.523 1.709
H -1.682 -4.134 -0.236 -0.144 1.163 -0.347
H -1.615 -4.205 1.343 -0.185 -1.375 3.024
H -1.276 -0.634 2.017 0.474 0.197 -0.128
```
Positions in Å, forces in eV/Å.

Results
**M**: 219.29 g mol⁻¹
**SMILES string**: CN(C)C=O.CN(C)C=O.CN(C)C=O
**Orbital gap**: 9.3732 eV
**Energy above the lowest of the compared OMol25 structures with the same formula, charge and spin**: 123.5 kcal/mol
**Calculated total energy**: -20282.180 eV
**E_LUMO**: 0.319 eV
**Spin multiplicity**: 1
**E_HOMO**: -9.054 eV
**Max |F|**: 11.5 eV/A

Need the Löwdin charges? In units of e they are: number 1, C, carries -0.03; number 2, N, carries -0.15; number 3, C, carries -0.02; number 4, C, carries -0.32; number 5, O, carries 0.00; number 6, H, carries 0.05; number 7, H, carries 0.12; number 8, H, carries 0.06; number 9, H, carries 0.06; number 10, H, carries 0.09; number 11, H, carries 0.07; number 12, H, carries 0.05; number 13, C, carries -0.08; number 14, N, carries -0.19; number 15, C, carries -0.07; number 16, C, carries -0.35; number 17, O, carries 0.01; number 18, H, carries 0.10; number 19, H, carries 0.05; number 20, H, carries 0.13; number 21, H, carries 0.06; number 22, H, carries 0.07; number 23, H, carries 0.15; number 24, H, carries 0.13; number 25, C, carries -0.01; number 26, N, carries -0.19; number 27, C, carries -0.04; number 28, C, carries -0.38; number 29, O, carries -0.03; number 30, H, carries 0.09; number 31, H, carries 0.08; number 32, H, carries 0.09; number 33, H, carries 0.15; number 34, H, carries 0.08; number 35, H, carries 0.04; number 36, H, carries 0.12